Molecular formula: H28O14
Method: DFT, ωB97M-V with the def2-TZVPD basis set

```
42
Properties=species:S:1:pos:R:3
O -0.46 0.85 2.64
H -0.01 0.01 2.28
H -0.18 1.08 3.61
O 2.74 1.45 -2.36
H 2.15 1.68 -3.08
H 3.07 2.33 -2.28
O -3.46 2.83 -0.93
H -2.50 2.47 -0.49
H -3.27 3.61 -1.40
O 0.27 1.97 -1.80
H -0.56 1.34 -1.76
H -0.04 2.81 -2.15
O 0.34 -4.10 1.77
H -0.54 -4.27 2.07
H 0.36 -4.19 0.85
O -3.99 -0.75 1.12
H -3.36 -0.09 1.43
H -4.64 -0.54 0.48
O 4.28 1.84 0.82
H 3.51 1.89 1.28
H 4.24 1.71 -0.05
O 3.50 -1.32 3.30
H 4.37 -1.07 2.85
H 2.94 -1.67 2.72
O -2.39 1.72 0.83
H -1.46 1.58 1.13
H -2.87 2.54 1.17
O 1.28 -0.66 -0.16
H 1.80 -1.03 -0.91
H 1.18 0.45 -0.38
O 1.42 -2.86 -1.65
H 1.87 -2.38 -2.28
H 0.72 -3.37 -2.07
O 0.92 -0.87 -4.01
H 1.82 -0.62 -4.08
H 0.69 -1.68 -4.45
O -2.43 -1.52 -2.43
H -3.28 -1.23 -2.12
H -1.97 -0.86 -2.03
O -2.01 0.25 4.51
H -1.59 -0.27 3.79
H -2.46 0.94 4.23
```

Summary:
energy relative to the best compared isomer or geometry (same formula, charge and spin) = 6.1532 eV
HOMO-LUMO gap = 10.52 eV
HOMO = -10.828 eV
DFT total energy = -1069.974844 hartree

Molecular formula: H28O14
Method: DFT, ωB97M-V with the def2-TZVPD basis set

```
42
Properties=species:S:1:pos:R:3
H 0.19 -0.80 -0.30
H -0.49 0.52 -0.48
H -0.61 1.14 -3.37
H -1.39 0.60 -2.19
H 0.79 2.68 1.69
H 1.45 1.89 2.72
H 3.28 -1.05 -1.76
H 4.01 0.14 -1.98
H 1.51 4.50 1.40
H 2.65 4.38 0.39
H -3.38 3.01 0.78
H -3.12 1.93 1.78
H -2.46 -3.68 1.52
H -3.29 -4.98 1.45
H 0.92 -3.25 4.92
H 0.96 -2.11 3.80
H 2.07 -3.19 -2.19
H 2.06 -4.25 -3.18
H -3.30 -0.84 -0.70
H -3.01 0.42 -1.37
H -1.72 4.37 0.20
H -1.38 4.38 -1.33
H -2.27 -1.08 1.80
H -1.16 -1.88 1.26
H 1.35 -0.88 -4.06
H 1.57 -0.71 -2.60
H 2.98 -0.57 1.25
H 3.06 -1.56 0.23
O -0.64 -0.36 -0.02
O -1.41 1.27 -2.84
O 1.64 2.70 2.14
O 3.12 -0.11 -1.93
O 2.06 3.88 0.88
O -3.02 2.91 1.67
O -3.31 -4.01 1.25
O 1.28 -2.95 4.03
O 1.53 -3.50 -2.90
O -3.63 0.01 -0.70
O -1.78 3.85 -0.57
O -1.41 -1.35 2.12
O 1.91 -0.47 -3.47
O 2.39 -0.97 0.67
```

Summary:
energy relative to the best compared isomer or geometry (same formula, charge and spin) = 8.2864 eV
HOMO-LUMO gap = 9.09 eV
HOMO = -9.474 eV
DFT total energy = -1069.896450 hartree

Molecular formula: H28O18S
Method: DFT, ωB97M-V with the def2-TZVPD basis set

```
47
Properties=species:S:1:pos:R:3
S -0.33 0.12 0.01
O -1.08 1.15 0.64
O 0.03 0.51 -1.37
O 0.96 -0.03 0.64
O -1.08 -1.12 0.13
O -3.06 -2.00 -1.19
H -2.28 -1.76 -0.66
H -3.40 -2.67 -0.61
O 0.23 0.69 3.77
H 0.15 0.84 2.84
H 0.56 1.43 4.34
O 0.43 3.13 1.60
H 1.23 2.82 1.28
H -0.37 2.55 1.08
O 0.56 -3.42 -1.39
H -0.06 -3.67 -2.04
H 0.26 -3.19 -0.37
O -2.76 -1.48 2.06
H -2.19 -1.25 1.30
H -3.10 -0.61 2.33
O 2.60 1.98 0.43
H 2.08 1.09 0.47
H 3.19 1.78 -0.24
O 3.35 -0.52 1.80
H 2.40 -0.44 1.83
H 3.31 0.25 2.28
O -2.19 3.17 -0.56
H -1.92 2.45 0.08
H -3.16 3.14 -0.48
O -0.28 -3.26 1.18
H 0.61 -3.00 1.69
H -0.76 -2.33 0.89
O 1.66 -1.21 -2.67
H 1.15 -1.85 -2.22
H 1.20 -0.46 -2.19
O -3.17 1.29 2.01
H -3.53 1.19 1.24
H -2.16 1.48 1.68
O 3.56 -1.77 -0.46
H 3.52 -1.14 0.36
H 2.81 -1.61 -1.14
O -0.86 0.30 -3.92
H -0.05 0.32 -4.58
H -0.52 0.05 -3.12
O 1.22 2.28 -2.96
H 0.60 1.85 -2.38
H 0.61 2.95 -3.37
```

Summary:
energy relative to the best compared isomer or geometry (same formula, charge and spin) = 5.3815 eV
HOMO-LUMO gap = 9.34 eV
HOMO = -4.241 eV
DFT total energy = -1769.340736 hartree
total charge = -2

Molecular formula: H29O15
Method: DFT, ωB97M-V with the def2-TZVPD basis set

```
44
Properties=species:S:1:pos:R:3
O 0.73 -2.87 2.51
H 0.52 -3.36 1.70
H -3.83 -2.45 -1.66
O -1.09 -0.85 1.85
H -1.71 -1.24 2.35
H -1.51 -0.15 1.17
O -3.03 -2.91 -1.94
H -1.14 -1.48 -0.02
H 0.99 1.53 -0.57
O -3.72 -0.98 -3.75
H -3.31 0.91 3.80
H -3.27 -1.71 -3.38
O -1.01 3.83 -1.33
H -1.49 4.14 -2.11
H -2.58 0.94 -1.03
O 5.14 -0.84 -2.10
H 1.93 -1.96 -0.23
H 4.92 0.03 -1.73
O -0.56 -1.82 -0.72
H -0.11 4.03 -1.60
H -0.06 -1.01 -0.89
O 4.55 -1.14 1.36
H 4.60 -2.10 1.36
H 0.29 -2.03 2.26
O -4.05 0.64 3.25
H -3.87 0.76 2.31
H -2.28 -2.39 -1.63
O 2.77 -2.38 -0.49
H -3.64 -0.20 -3.19
O 0.10 4.23 1.99
H -0.31 3.44 1.63
H 2.47 -3.25 -0.18
O 4.56 1.74 1.27
H 4.73 1.71 2.21
H 4.75 0.85 0.93
O -2.70 0.87 -2.06
H -1.79 0.62 -2.25
H 3.63 -0.92 1.20
O 0.55 0.84 -1.08
H 4.39 -1.33 -1.74
H -0.46 4.99 1.81
O -2.06 0.86 0.36
H -0.25 0.85 -0.53
H -1.81 1.60 0.88
```

Summary:
energy relative to the best compared isomer or geometry (same formula, charge and spin) = 0.2999 eV
HOMO-LUMO gap = 9.40 eV
HOMO = -7.029 eV
DFT total energy = -1146.061455 hartree
total charge = -1

Molecular formula: H29O15
Method: DFT, ωB97M-V with the def2-TZVPD basis set

```
44
Properties=species:S:1:pos:R:3
O 2.95 2.17 -3.68
H 2.61 1.55 -4.36
H 2.70 -1.19 -1.10
O -0.65 -1.03 -3.96
H -1.42 -1.79 -3.62
H 0.01 -0.82 -3.21
O 3.56 -1.71 -1.00
H -1.57 0.50 -0.16
H 3.32 -2.58 -0.79
O 0.19 -3.56 1.43
H -0.39 -4.24 1.20
H 0.24 -2.88 0.75
O 2.23 -1.59 3.50
H 2.28 -1.24 2.58
H 1.40 -2.09 3.47
O 0.04 1.81 -0.72
H 0.95 1.27 -0.94
H -0.21 2.32 -1.42
O -2.85 -2.81 -1.37
H -3.57 -2.52 -2.05
H -2.69 -2.06 -0.83
O 1.50 -0.22 -1.17
H 0.80 -0.60 -1.43
H 2.64 1.86 -2.85
O -2.54 3.14 3.72
H -2.60 2.41 3.16
H -1.53 3.02 4.02
O -2.95 0.75 1.34
H -2.06 1.15 1.27
O -4.18 0.59 -2.43
H -3.45 0.83 -2.92
H -4.35 0.58 -1.59
O -0.52 1.22 1.77
H 0.33 0.84 1.45
H -0.75 2.12 1.41
O 1.62 -0.19 1.24
H 1.90 0.65 1.51
H 1.66 -0.34 0.14
O -1.78 0.21 -1.04
H -0.85 -0.02 -1.08
H -2.86 -0.06 1.97
O 3.48 1.92 2.66
H 4.23 1.62 1.98
H 3.17 1.01 3.16
```

Summary:
energy relative to the best compared isomer or geometry (same formula, charge and spin) = 4.6327 eV
HOMO-LUMO gap = 9.96 eV
HOMO = -7.485 eV
DFT total energy = -1145.902224 hartree
total charge = -1

Molecular formula: H2I2Si
Method: DFT, ωB97M-V with the def2-TZVPD basis set

```
5
Properties=species:S:1:pos:R:3
Si -0.15 0.32 0.49
I 0.06 -1.60 -2.56
I 2.01 1.41 0.26
H -0.21 -0.88 1.33
H -1.71 0.74 0.48
```

Summary:
energy relative to the best compared isomer or geometry (same formula, charge and spin) = 2.3091 eV
HOMO-LUMO gap (spin up / spin down) = 6.24 / 6.24 eV
HOMO (spin up / spin down) = -8.471 / -8.471 eV
DFT total energy = -886.027748 hartree